{"formula": "C24H60F6N5O8", "method": "wB97M-V/def2-TZVPD", "species": ["F", "F", "F", "F", "F", "F", "O", "O", "O", "O", "O", "O", "O", "O", "N", "N", "N", "N", "N", "C", "C", "C", "C", "C", "C", "C", "C", "C", "C", "C", "C", "C", "C", "C", "C", "C", "C", "C", "C", "C", "C", "C", "C", "H", "H", "H", "H", "H", "H", "H", "H", "H", "H", "H", "H", "H", "H", "H", "H", "H", "H", "H", "H", "H", "H", "H", "H", "H", "H", "H", "H", "H", "H", "H", "H", "H", "H", "H", "H", "H", "H", "H", "H", "H", "H", "H", "H", "H", "H", "H", "H", "H", "H", "H", "H", "H", "H", "H", "H", "H", "H", "H", "H"], "positions_angstrom": [[3.468, -3.719, 5.463], [-8.001, 2.063, 2.505], [-7.700, 0.145, 1.761], [3.089, -4.959, 7.300], [-7.836, 1.881, 0.492], [4.632, -5.540, 5.752], [5.274, 6.027, 1.166], [-5.006, 1.534, 2.814], [0.820, 6.928, -4.834], [1.903, -6.855, 6.041], [6.732, 0.091, -4.156], [1.179, -5.261, 4.743], [-5.002, 0.733, 0.814], [-8.026, -5.969, -2.492], [-4.988, -4.761, -2.806], [4.071, -1.450, -2.155], [0.101, 3.403, -3.808], [1.906, 4.988, 2.175], [-0.153, -0.168, 1.477], [-7.580, -4.802, -3.227], [7.093, 1.373, -3.516], [6.380, -1.815, -1.663], [3.945, 5.824, 1.144], [-0.028, 5.918, -4.297], [-6.055, -5.087, -3.750], [-9.481, -5.948, -2.311], [-5.854, -6.505, -4.262], [-7.308, 1.406, 1.575], [2.774, -7.988, 6.309], [-4.535, 0.646, 4.890], [3.291, 5.311, 2.478], [0.277, 4.428, -4.819], [-5.621, 1.228, 4.076], [-5.736, 1.618, 1.592], [-0.542, 4.078, -5.992], [2.398, -5.880, 5.165], [5.509, -0.537, -3.797], [0.831, 8.215, -4.147], [3.980, 3.974, 2.845], [5.630, 7.100, 2.036], [3.397, -5.000, 5.951], [2.006, -8.864, 7.147], [5.401, -0.828, -2.292], [5.347, -1.370, -4.481], [-0.297, 3.064, -6.306], [1.561, 5.656, 1.500], [8.114, 1.617, -3.809], [1.389, -8.419, 7.928], [-4.316, -0.371, 4.566], [4.750, 0.175, -4.120], [-9.729, -5.351, -1.434], [1.551, 8.206, -3.329], [-5.659, 2.659, 1.277], [-4.838, -6.644, -4.630], [1.035, 8.997, -4.878], [-8.272, -4.653, -4.056], [5.061, 4.108, 2.891], [3.686, 3.567, 3.812], [6.396, 2.124, -3.888], [-6.427, -6.886, -5.107], [1.306, 4.461, -5.176], [5.517, 6.815, 3.082], [3.355, 6.088, 3.239], [4.212, -2.442, -2.285], [-3.643, 1.273, 4.874], [-4.129, -4.718, -3.335], [-9.940, -5.517, -3.200], [-0.888, 3.266, -3.658], [-4.700, 0.576, 5.965], [-1.612, 4.106, -5.788], [7.390, -1.406, -1.687], [3.733, 5.071, 0.385], [5.112, 8.049, 1.895], [-6.063, 2.099, 4.559], [-5.250, -3.797, -2.653], [0.420, -0.460, 0.699], [0.306, 3.824, -2.914], [6.702, 7.255, 1.913], [-0.530, 4.787, -6.820], [3.608, -1.209, -3.020], [3.668, 3.167, 2.182], [6.008, -1.817, -0.639], [2.904, -6.328, 4.310], [1.163, -9.386, 6.694], [-0.195, 8.319, -3.793], [-7.520, -3.912, -2.601], [-1.062, 0.062, 1.101], [3.107, -8.480, 5.395], [3.643, -7.686, 6.894], [2.720, -9.597, 7.523], [3.420, 6.738, 0.865], [5.339, 0.002, -1.589], [-5.899, -7.264, -3.481], [-6.358, 0.430, 3.982], [-1.066, 6.230, -4.408], [-5.848, -4.407, -4.577], [1.232, 5.133, 2.913], [0.236, 0.715, 1.775], [6.421, -2.763, -2.199], [-0.130, -0.885, 2.188], [-9.863, -6.968, -2.255], [6.996, 1.158, -2.452], [0.193, 5.960, -3.230]], "mulliken_charge": [-0.273, -0.299, -0.264, -0.270, -0.280, -0.280, -0.336, -0.202, -0.368, -0.233, -0.381, -0.941, -0.902, -0.326, -0.760, -0.724, -0.703, -0.635, -0.493, -0.570, -0.589, -1.293, -0.812, -0.590, 0.359, -0.675, -1.413, 0.656, 0.022, -1.279, 0.366, 0.560, -0.040, 0.060, -1.544, -0.140, -0.867, -0.641, -1.247, -0.794, 0.778, -1.373, 0.477, 0.355, 0.348, 0.202, 0.204, 0.325, 0.277, 0.411, 0.252, 0.222, 0.130, 0.384, 0.243, 0.396, 0.292, 0.362, 0.262, 0.340, 0.226, 0.302, 0.361, 0.289, 0.284, 0.272, 0.308, 0.296, 0.389, 0.381, 0.310, 0.392, 0.331, 0.236, 0.264, 0.367, 0.260, 0.259, 0.396, 0.264, 0.292, 0.410, 0.212, 0.316, 0.322, 0.329, 0.375, 0.277, 0.206, 0.376, 0.419, 0.248, 0.318, 0.244, 0.274, 0.275, 0.251, 0.344, 0.364, 0.386, 0.247, 0.262, 0.317], "multiplicity": 1, "e_homo_ev": -3.50, "total_charge": -1, "energy_ha": -2424.9929, "lumo_energy_ev": 0.221, "homo_lumo_gap_ev": 3.72}

{"formula": "H9NO3", "method": "wB97M-V/def2-TZVPD", "species": ["O", "O", "O", "N", "H", "H", "H", "H", "H", "H", "H", "H", "H"], "positions_angstrom": [[-0.620, 1.086, 1.388], [0.692, -0.232, -2.268], [1.201, 1.936, -0.824], [-0.544, -1.923, 1.077], [-1.362, -2.459, 1.317], [0.800, 2.610, -1.390], [-0.090, -0.649, -2.525], [0.525, 1.858, -0.112], [-0.449, -1.741, 0.090], [-0.603, 0.123, 1.318], [-0.703, 1.296, 2.330], [0.268, -2.475, 1.313], [0.884, 0.571, -1.712]], "nbo_charge": [-0.994, -1.050, -0.944, -1.101, 0.370, 0.475, 0.481, 0.511, 0.379, 0.506, 0.479, 0.370, 0.519], "multiplicity": 1, "smiles": "N.O.O.O", "e_homo_ev": -10.59, "energy_ha": -285.8652, "lumo_energy_ev": 0.743, "homo_lumo_gap_ev": 11.33}

{"formula": "C3H8IN", "method": "wB97M-V/def2-TZVPD", "species": ["I", "N", "C", "C", "C", "H", "H", "H", "H", "H", "H", "H", "H"], "positions_angstrom": [[-3.779, -0.128, -0.380], [-1.028, 0.723, 0.462], [-0.115, -0.082, -0.309], [0.237, -1.325, 0.365], [1.144, 0.824, -0.172], [-0.512, -2.114, 0.061], [1.317, 1.013, 0.838], [2.003, 0.393, -0.569], [1.231, -1.631, 0.126], [-0.575, -0.155, -1.244], [-1.114, 1.641, 0.052], [0.150, -0.974, 1.434], [1.042, 1.817, -0.665]], "nbo_charge": [-0.176, -0.371, -0.126, -0.623, -0.600, 0.230, 0.220, 0.227, 0.215, 0.221, 0.342, 0.230, 0.210], "multiplicity": 1, "e_homo_ev": [-9.25, -9.25], "energy_ha": -471.4266, "lumo_energy_ev": [-2.740, -2.740], "homo_lumo_gap_ev": [6.51, 6.51]}